1.
DFT (ωB97M-V with the def2-TZVPD basis set) results for C19H20F3NO5S in the gas phase in a non-equilibrium geometry.

Each atom is followed by the atoms it is bonded to, with distances in Å.
Element x y z (Å)
1 C -2.915 -2.051 -1.825  C2 1.524, H30 1.086, H31 1.087, H32 1.087
2 C -1.528 -2.491 -1.374  C1 1.524, N3 1.453, H33 1.092, H34 1.096
3 N -1.014 -1.605 -0.343  C2 1.453, C4 1.395, S20 1.695
4 C 0.356 -1.353 -0.249  N3 1.395, C5 1.395, C19 1.395
5 C 1.312 -2.195 -0.816  C4 1.395, C6 1.381, H35 1.078
6 C 2.656 -1.885 -0.740  C5 1.381, C7 1.387, H36 1.079
7 C 3.080 -0.738 -0.087  C6 1.387, C8 1.526, C18 1.389
8 C 4.575 -0.439 -0.018  C7 1.526, O9 1.397, C10 1.539, C14 1.544
9 O 5.325 -1.301 -0.822  C8 1.397, H37 0.975
10 C 4.857 1.000 -0.486  C8 1.539, O11 1.205, O12 1.314
11 O 5.380 1.192 -1.554  C10 1.205
12 O 4.480 1.929 0.363  C10 1.314, C13 1.427
13 C 4.718 3.281 -0.027  O12 1.427, H38 1.086, H39 1.091, H40 1.091
14 C 5.084 -0.629 1.427  C8 1.544, F15 1.332, F16 1.337, F17 1.343
15 F 4.983 -1.898 1.820  C14 1.332
16 F 4.431 0.110 2.330  C14 1.337
17 F 6.379 -0.288 1.529  C14 1.343
18 C 2.136 0.093 0.504  C7 1.389, C19 1.381, H41 1.078
19 C 0.792 -0.207 0.416  C4 1.395, C18 1.381, H42 1.077
20 S -1.950 -1.564 1.069  N3 1.695, O21 1.431, O22 1.434, C23 1.794
21 O -1.120 -1.210 2.179  S20 1.431
22 O -2.699 -2.785 1.153  S20 1.434
23 C -3.096 -0.216 0.775  S20 1.794, C24 1.382, C29 1.380
24 C -4.346 -0.288 1.362  C23 1.382, C25 1.383, H43 1.078
25 C -5.240 0.753 1.191  C24 1.383, C26 1.392, H44 1.080
26 C -4.893 1.870 0.437  C25 1.392, C27 1.497, C28 1.391
27 C -5.860 3.001 0.274  C26 1.497, H45 1.090, H46 1.088, H47 1.087
28 C -3.631 1.921 -0.144  C26 1.391, C29 1.385, H48 1.080
29 C -2.731 0.883 0.024  C23 1.380, C28 1.385, H49 1.079
30 H -3.631 -2.175 -1.019  C1 1.086
31 H -2.906 -1.009 -2.136  C1 1.087
32 H -3.229 -2.665 -2.666  C1 1.087
33 H -0.844 -2.447 -2.224  C2 1.092
34 H -1.579 -3.520 -1.000  C2 1.096
35 H 1.017 -3.111 -1.303  C5 1.078
36 H 3.390 -2.545 -1.174  C6 1.079
37 H 5.667 -0.781 -1.572  O9 0.975
38 H 4.418 3.892 0.819  C13 1.086
39 H 5.775 3.425 -0.254  C13 1.091
40 H 4.126 3.524 -0.911  C13 1.091
41 H 2.444 0.978 1.038  C18 1.078
42 H 0.073 0.437 0.893  C19 1.077
43 H -4.599 -1.165 1.937  C24 1.078
44 H -6.218 0.701 1.646  C25 1.080
45 H -5.864 3.616 1.174  C27 1.090
46 H -6.870 2.626 0.124  C27 1.088
47 H -5.587 3.632 -0.568  C27 1.087
48 H -3.350 2.781 -0.735  C28 1.080
49 H -1.755 0.918 -0.435  C29 1.079

The calculation puts the total energy at -50743.134 eV. As for the structure (SMILES): CCN(c1ccc([C@@](O)(C(=O)OC)C(F)(F)F)cc1)S(=O)(=O)c1ccc(C)cc1. The calculation puts the frontier orbital gap at 9.23 eV. The net charge is 0. As for the largest force on an atom: 0.0253 hartree/bohr. Its energy above the lowest of the compared OMol25 structures with the same formula, charge and spin is 15.4 kJ/mol. The value obtained for the LUMO energy is 0.56 eV.

2.
DFT (ωB97M-V with the def2-TZVPD basis set) results for C4H3N3O in the gas phase in a non-equilibrium geometry.

Each atom is followed by the atoms it is bonded to, with distances in Å.
Element x y z (Å)
1 C 1.331 -1.174 -0.024  N2 1.461, C8 1.434, H9 1.029
2 N 2.119 0.053 0.064  C1 1.461, C3 1.285
3 C 1.392 1.113 0.038  N2 1.285, N4 1.476, H10 1.101
4 N -0.006 0.687 -0.166  C3 1.476, C5 1.392, C8 1.323
5 C -1.363 0.987 -0.085  N4 1.392, N6 1.290, H11 1.104
6 N -2.114 -0.044 0.110  C5 1.290, O7 1.366
7 O -1.202 -1.060 0.079  N6 1.366, C8 1.297
8 C 0.006 -0.635 -0.124  C1 1.434, N4 1.323, O7 1.297
9 H 1.546 -2.181 -0.020  C1 1.029
10 H 1.726 2.082 0.438  C3 1.101
11 H -1.852 1.965 0.066  C5 1.104

The calculation puts the total energy at -10710.901 eV. As for the structure (SMILES): c1ncn2cnoc12. The calculation puts the frontier orbital gap at 9.20 eV. The net charge is 0. As for the largest force on an atom: 0.1297 hartree/bohr. Its energy above the lowest of the compared OMol25 structures with the same formula, charge and spin is 265.3 kJ/mol. The value obtained for the LUMO energy is 0.80 eV.